No. 1
This record from the OMol25 dataset describes C16H31NP2PdS as an isolated structure. The level of theory is ωB97M-V with the def2-TZVPD basis set.

XYZ file:
```
52
Properties=species:S:1:pos:R:3:forces:R:3:lowdin_spin:R:1
C -0.769 0.842 0.942 0.49 -0.55 1.20 0.117
H 2.630 4.364 -0.250 -0.62 0.58 0.00 0.007
C -0.177 1.872 0.006 -0.54 1.00 -0.28 0.345
C 1.346 0.658 -1.723 0.67 -1.16 -0.08 0.050
H -3.287 1.284 -1.001 -0.18 0.02 0.27 0.000
H -1.434 -2.792 3.061 0.61 -0.19 -0.11 0.000
N 4.554 5.416 1.965 -0.80 -1.91 -0.08 0.270
H 1.817 -3.261 0.586 0.03 -0.13 -0.22 0.001
H -0.639 -0.029 3.051 0.41 0.73 -0.85 0.001
H 0.376 -4.269 0.248 0.17 -0.09 0.08 0.009
H -0.736 2.819 0.049 0.26 -0.11 0.23 0.033
H -1.986 1.066 -3.614 0.05 -0.50 -0.13 0.000
C -0.508 -3.082 2.527 -0.15 0.29 0.48 0.058
H 0.396 -2.925 3.150 -0.62 -0.16 -0.18 0.000
H 0.778 -1.222 -0.861 0.69 0.67 0.20 0.013
H -3.830 -0.294 -1.591 -0.11 0.19 0.21 0.005
H 2.532 -1.084 -1.087 -0.88 0.46 0.17 0.003
C 0.833 -3.290 0.115 0.35 0.39 0.14 0.032
H -1.871 1.021 1.052 1.09 -0.24 -0.04 0.010
H 3.009 -0.450 0.930 -0.34 -0.73 0.20 0.004
H 0.022 1.613 2.810 0.73 -0.86 0.03 0.005
C 1.636 -0.537 -0.689 -0.53 0.01 -1.95 0.030
C 1.924 -0.384 0.775 0.58 1.33 0.68 0.132
H 0.899 -3.089 -0.959 0.08 -0.14 0.37 0.000
H 0.786 4.387 -0.415 0.02 0.36 -0.18 0.029
C 0.250 1.595 -1.351 -0.24 0.73 0.30 0.419
H -2.680 -2.483 0.581 0.06 0.14 -0.36 0.000
H -1.352 -0.591 -4.064 -0.25 0.43 0.13 0.000
P -0.312 -2.135 0.987 -0.02 -3.40 -0.65 0.417
P -1.478 -0.230 -1.629 -2.28 -0.80 -0.88 0.292
C -1.785 -2.656 -0.032 -0.33 0.64 0.36 0.087
H 2.333 1.098 -1.947 -0.49 0.48 0.19 0.010
H 1.019 0.229 -2.719 0.66 -0.09 1.03 0.008
C -0.041 0.602 2.329 -0.75 -0.45 -1.27 0.021
H -1.278 -2.610 -2.196 0.02 -0.13 0.41 0.000
S 3.764 2.699 2.036 0.13 0.28 0.01 0.588
H 1.574 5.051 1.119 0.02 0.61 -0.54 0.018
C 4.179 4.294 1.974 0.99 1.72 0.21 0.064
H -3.278 -0.169 0.086 0.00 0.24 -0.11 0.000
C -1.876 -2.077 -1.445 0.42 0.28 -0.38 0.102
H 0.073 2.437 -2.062 0.19 -0.80 0.53 0.015
C -1.998 -0.013 -3.383 0.38 -0.04 0.01 0.028
C 1.275 -0.151 1.973 0.31 0.84 0.35 0.063
H -1.662 -3.741 -0.097 -0.01 0.04 0.15 0.018
C -3.126 0.209 -0.927 0.30 0.46 0.01 0.010
H -3.035 -0.388 -3.439 0.56 0.17 -0.22 0.007
Pd 1.584 2.781 1.213 -0.61 -3.11 1.08 0.429
H -0.566 -4.147 2.217 -0.03 0.60 0.30 0.015
H 1.941 -0.398 2.827 -0.59 0.42 -0.37 0.002
C 1.645 4.394 0.247 0.79 1.32 -0.72 0.176
H -0.557 -0.115 0.413 -0.80 0.35 0.26 0.043
H -2.914 -2.121 -1.787 0.11 -0.22 -0.01 0.014
```
Positions in Å, forces in eV/Å.

Net charge: +2
LUMO (spin up / spin down) (eV): -6.59 / -9.72
Relative energy (zero: lowest compared OMol25 entry of this formula, charge and spin) (eV): 2.136
Gap between HOMO and LUMO (spin up / spin down) (eV): 5.762 / 5.555
<S²>: 6.039
HOMO (spin up / spin down) (eV): -12.36 / -15.28
Spin multiplicity: 5
E (Eh): -1890.81831



No. 2
This record from the OMol25 dataset describes C16H31NP2Pt as an isolated structure. The level of theory is ωB97M-V with the def2-TZVPD basis set.

XYZ file:
```
51
Properties=species:S:1:pos:R:3:forces:R:3:lowdin_spin:R:1
N -0.148 1.655 5.858 0.01 -0.63 -1.58 0.080
C 0.305 0.863 0.331 0.14 0.66 -0.17 0.025
C -1.376 -0.405 -4.030 -0.55 0.23 -0.40 0.000
H -2.740 0.895 -2.957 0.30 0.09 -0.10 0.000
H -0.939 -3.708 0.934 -0.17 -0.25 0.11 0.006
H -1.192 2.386 -1.897 0.25 -0.33 -0.18 0.000
H -1.914 2.826 2.848 -0.01 -0.13 -0.16 0.002
C -0.998 -3.033 1.792 0.05 -0.65 -0.85 0.036
H -2.453 1.407 1.914 0.27 0.21 -0.04 0.020
H 1.386 0.975 0.185 -0.09 -0.11 -0.02 0.006
C -1.756 2.251 1.928 -0.08 0.72 -0.46 0.044
H 0.734 3.392 3.323 0.04 -0.15 -0.21 0.001
P -0.067 1.618 1.943 0.13 -1.46 0.64 0.151
H 2.571 -0.493 -2.947 -0.29 -0.09 -0.14 0.000
H -0.977 -1.865 4.978 0.38 -0.12 -0.05 0.041
C 0.079 -1.669 4.736 0.15 -0.19 0.70 0.276
P 0.192 -1.693 1.618 -0.53 2.93 2.09 0.127
H -2.007 -2.615 1.866 0.32 0.04 -0.05 0.013
H -2.011 1.645 -4.376 -0.02 -0.20 0.26 0.000
H 2.162 1.421 -4.198 -0.34 -0.16 -0.01 0.000
C -0.145 1.062 4.844 -0.30 1.37 2.26 0.117
H -0.177 1.472 -0.433 0.17 -0.33 -0.03 0.002
H 2.110 -2.830 0.702 0.26 -0.20 0.00 0.006
H 2.044 -2.937 2.483 -0.03 0.08 -0.10 0.002
H -2.305 -0.909 -4.343 0.33 0.16 0.00 0.000
H 0.605 -2.555 4.367 -0.10 0.07 0.32 0.023
H 1.019 -2.131 -2.142 -0.24 0.33 -0.12 0.000
C 1.069 2.951 2.376 0.03 0.56 -0.55 0.028
C -0.778 1.691 -2.640 0.53 0.63 -0.60 0.000
H -1.898 2.890 1.052 -0.27 0.18 0.07 0.006
C 1.647 -0.559 -3.548 0.35 0.35 -0.05 0.000
H 0.583 -1.181 5.586 -0.15 -0.64 -0.26 0.026
H 0.633 0.859 -4.868 0.28 0.18 0.38 0.000
C 0.620 -1.346 -2.796 -1.01 -0.63 -0.76 0.000
H -1.386 -1.952 -2.484 0.35 0.18 0.10 0.000
Pt -0.024 -0.162 3.307 0.11 -1.00 1.08 0.845
H 1.217 2.293 -2.272 -0.41 -0.31 0.08 0.000
H 0.382 -1.048 -0.651 -0.19 0.37 -0.11 0.002
H 1.081 3.713 1.589 0.10 0.13 0.19 0.005
H 1.918 -1.117 -4.462 0.01 0.20 0.25 0.000
H 2.573 -1.428 1.715 -0.29 -0.08 -0.04 0.018
C -0.130 -0.596 0.195 0.06 -0.79 -0.69 0.026
C 0.542 1.657 -2.859 -0.29 0.50 0.07 0.001
H 2.075 2.541 2.520 -0.33 0.04 -0.08 0.010
C -1.790 1.001 -3.506 -0.33 -0.35 -0.07 0.000
H -1.203 -0.672 -0.017 0.14 0.05 0.02 0.007
C 1.894 -2.280 1.621 0.16 -0.74 -0.68 0.045
C -0.706 -1.278 -3.015 0.82 -0.52 0.10 0.001
H -0.764 -0.298 -4.935 -0.28 -0.21 0.35 0.000
H -0.787 -3.589 2.712 0.06 0.16 -0.17 0.001
C 1.231 0.886 -3.946 0.51 -0.14 -0.39 0.000
```
Positions in Å, forces in eV/Å.

LUMO (spin up / spin down) (eV): 0.34 / -2.22
Relative energy (zero: lowest compared OMol25 entry of this formula, charge and spin) (eV): 0.000
Gap between HOMO and LUMO (spin up / spin down) (eV): 3.975 / 6.202
<S²>: 2.006
HOMO (spin up / spin down) (eV): -3.63 / -8.42
Spin multiplicity: 3
E (Eh): -1484.83614



No. 3
This record from the OMol25 dataset describes C16H31NP2ReS as an isolated structure. The level of theory is ωB97M-V with the def2-TZVPD basis set.

XYZ file:
```
52
Properties=species:S:1:pos:R:3:forces:R:3:lowdin_spin:R:1
H -1.872 -1.645 -3.259 -0.24 0.46 0.21 0.004
H -0.626 4.467 0.544 0.69 -0.26 -0.48 0.000
H -2.965 0.549 0.748 0.34 -0.07 -0.67 0.000
H -3.328 -0.676 -2.857 0.48 0.05 0.02 0.002
P -1.897 -0.860 -0.958 -6.35 -1.26 -0.80 0.050
C -0.800 -2.210 -0.651 4.25 1.50 1.04 0.055
H 2.099 1.369 -1.336 0.50 0.14 -0.35 -0.002
H -0.210 0.609 -1.432 -0.23 -0.37 0.05 0.012
C 0.166 -1.611 -1.662 1.83 0.49 0.95 0.606
H 1.405 0.382 2.695 -0.40 -0.20 -0.31 -0.001
C -3.389 -1.839 -0.483 -0.56 -0.18 -0.02 0.015
H -4.272 -1.433 -1.022 0.38 -0.38 0.63 0.002
C 1.070 0.170 1.676 1.87 -2.14 -1.28 -0.021
H 1.153 4.079 0.634 -0.68 0.01 -0.37 0.000
H 2.103 2.085 0.972 -1.01 -0.83 -0.21 0.000
C -0.196 -0.709 1.509 0.21 0.47 1.61 0.004
H -1.628 1.606 2.592 0.48 0.32 -0.12 0.000
H -1.049 -0.147 1.099 0.07 0.00 -0.19 0.000
C 1.314 1.334 0.676 1.42 -4.04 -0.87 0.009
P -0.224 2.089 0.602 -2.21 5.20 1.36 0.002
H -0.584 -0.857 2.556 0.45 -0.21 -0.89 0.000
C 0.630 -0.093 -1.557 0.17 -0.52 -2.02 0.083
H -1.772 0.151 -3.207 -0.15 -0.46 0.14 0.000
H -1.343 3.357 2.300 0.19 -0.56 -0.03 0.000
H 0.937 -2.517 0.805 -1.62 0.13 -0.05 0.006
H -3.233 -2.907 -0.769 -0.40 0.90 0.23 0.000
H 3.853 0.246 1.810 0.12 0.24 0.23 0.015
Re 2.572 -1.239 0.132 -1.60 4.11 2.93 1.624
H 0.926 0.151 -2.623 -0.23 -0.43 1.06 0.004
H 4.102 -1.471 2.098 0.05 -0.65 0.80 0.018
H -1.530 2.237 -1.457 -0.03 -0.11 0.55 0.001
N 5.133 -4.016 0.672 -2.28 1.93 -1.65 0.046
S 3.414 -2.674 -1.238 1.78 -2.80 -1.72 0.178
C -0.139 -2.116 0.815 -0.42 -0.26 -0.10 0.064
C -0.873 2.356 2.286 -0.09 -0.29 0.43 -0.001
H 0.419 -2.147 -2.559 0.15 0.04 -0.18 0.022
H -2.385 2.838 -0.021 0.68 -0.46 -0.08 0.000
C -2.613 0.704 -0.296 0.47 1.59 0.59 0.013
C -2.233 -0.738 -2.740 0.30 0.23 -0.58 0.017
C 4.074 -0.707 1.349 0.43 0.58 -0.23 0.068
H -3.536 0.869 -0.905 0.72 -0.42 0.23 0.002
H -0.707 -2.792 1.461 0.18 -0.13 -0.13 0.007
H -3.530 -1.772 0.619 -0.04 -0.15 -0.70 0.000
H -0.045 2.345 3.019 -0.43 -0.01 -0.38 0.000
C 1.754 0.584 -0.672 -1.42 0.97 0.68 0.038
H 2.996 0.172 -0.717 0.26 -0.60 0.01 0.004
H -1.246 -3.196 -0.908 0.36 0.96 0.12 -0.001
H 0.257 3.898 -0.946 0.09 0.16 0.67 0.000
C 0.185 3.808 0.159 -0.07 0.40 -0.19 0.000
C 4.385 -3.402 -0.010 2.01 -1.98 1.03 0.030
C -1.751 1.998 -0.396 -0.96 -1.14 -0.83 0.004
H 5.029 -0.680 0.850 0.48 0.00 -0.17 0.019
```
Positions in Å, forces in eV/Å.

Net charge: +2
LUMO (spin up / spin down) (eV): -6.74 / -7.77
Relative energy (zero: lowest compared OMol25 entry of this formula, charge and spin) (eV): 2.791
Gap between HOMO and LUMO (spin up / spin down) (eV): 6.769 / 6.090
<S²>: 3.772
HOMO (spin up / spin down) (eV): -13.51 / -13.86
Spin multiplicity: 4
E (Eh): -1841.21280



No. 4
This record from the OMol25 dataset describes C16H31NP2RuS as an isolated structure. The level of theory is ωB97M-V with the def2-TZVPD basis set.

XYZ file:
```
52
Properties=species:S:1:pos:R:3:forces:R:3:lowdin_spin:R:1
H 1.970 -1.971 -1.533 -0.12 0.03 0.25 0.000
H 3.052 2.087 0.807 -0.15 -0.27 0.13 0.025
H 1.940 -0.310 0.231 0.08 0.43 0.14 0.026
H -1.335 3.554 -1.510 0.05 -0.33 -0.08 0.006
C -0.752 -0.972 -2.208 -0.12 0.12 0.74 0.035
N 0.110 -1.606 2.635 -0.38 0.08 0.07 0.036
P 0.144 1.561 -1.474 1.28 1.30 -0.63 0.051
H -0.080 0.626 -3.551 -0.01 -0.64 -0.24 0.001
H -2.591 -2.863 -0.824 -0.23 -0.27 -0.04 0.003
H -1.946 3.155 1.807 -0.03 0.88 0.84 0.032
C -1.615 -3.333 -0.799 0.75 0.37 -0.48 0.020
H -1.381 -3.963 -1.652 -0.32 -0.36 0.09 0.007
C 0.403 -4.147 2.765 -0.26 -0.14 -0.01 0.136
S 0.399 0.408 4.571 0.08 -1.03 -0.85 0.109
C 1.714 2.467 -1.727 -0.07 -0.46 -0.27 0.024
H 2.453 1.056 2.135 0.00 0.80 0.00 0.030
C 0.279 -0.780 3.501 -0.53 -0.43 -0.47 0.026
C -0.087 3.105 0.672 3.05 -2.31 0.30 0.111
H 1.245 -0.114 -2.667 -0.14 -0.23 -0.05 0.002
H -1.584 -0.586 0.381 0.04 0.97 -0.07 0.013
H -3.086 1.327 0.913 0.42 0.42 0.32 0.000
H 1.658 2.823 -2.757 0.20 0.14 0.02 0.002
H -1.777 -0.606 -2.083 0.07 -0.02 0.08 0.001
H -1.901 2.210 -2.548 0.01 0.26 -0.02 0.001
C 0.135 0.826 0.079 -2.24 1.78 -0.20 0.145
C -1.417 2.794 0.961 -2.87 -1.10 0.49 0.618
H -1.018 0.215 1.796 0.04 0.36 -0.29 0.000
H -0.485 3.178 -3.021 -0.25 -0.09 0.06 0.002
H 0.484 -5.084 2.175 -0.04 0.27 0.54 0.021
H 2.600 1.833 -1.628 -0.21 0.07 -0.01 0.006
H -0.311 -4.170 3.637 0.99 -0.19 -0.87 0.025
H 0.103 3.950 0.005 0.08 -0.41 -0.32 0.024
H 1.620 -3.387 -0.519 0.55 -0.25 -0.14 0.002
H -0.780 -1.666 -3.052 0.04 -0.26 0.24 0.005
H -2.393 1.567 -0.601 0.29 0.15 -0.11 0.020
H 1.744 3.661 1.779 -0.73 0.02 0.24 0.002
C 1.480 0.677 0.393 1.26 -2.10 0.62 0.559
H 0.689 2.389 2.569 -0.11 0.71 -0.18 0.002
C -2.108 1.544 0.454 -0.84 -0.35 0.24 0.083
C -1.023 2.741 -2.170 -0.57 -0.08 -0.54 0.024
H -1.555 -3.991 0.103 -0.82 -1.20 0.03 0.007
H 1.369 -3.643 2.970 -0.71 -0.59 0.02 0.006
C 2.141 1.644 1.246 -0.01 1.13 0.36 0.097
Ru -0.600 -3.002 1.341 0.71 1.65 3.89 1.407
C 1.248 -2.763 -1.327 0.00 -0.45 0.20 0.014
C -1.142 0.382 0.722 -0.32 0.44 0.45 0.082
H 1.152 -3.352 -2.241 -0.19 -0.04 0.08 0.003
P -0.307 -2.095 -0.680 1.07 1.50 -4.20 0.111
C 0.194 0.179 -2.587 0.01 -0.04 -0.88 0.011
H 1.801 3.315 -1.044 -0.02 -0.15 -0.24 0.001
H -1.930 -3.662 1.934 0.32 0.27 0.00 -0.007
C 1.079 2.795 1.622 0.90 -0.38 0.76 0.033
```
Positions in Å, forces in eV/Å.

Net charge: +2
LUMO (spin up / spin down) (eV): -7.38 / -8.81
Relative energy (zero: lowest compared OMol25 entry of this formula, charge and spin) (eV): 4.871
Gap between HOMO and LUMO (spin up / spin down) (eV): 6.415 / 5.662
<S²>: 6.025
HOMO (spin up / spin down) (eV): -13.80 / -14.47
Spin multiplicity: 5
E (Eh): -1857.81607



No. 5
This record from the OMol25 dataset describes C16H32AsN7O5OsSSe as an isolated structure. The level of theory is ωB97M-V with the def2-TZVPD basis set.

XYZ file:
```
64
Properties=species:S:1:pos:R:3:forces:R:3:nbo_charge:R:1
C -4.685 1.775 1.105 0.11 0.09 0.01 -0.214
H 3.288 1.971 -4.102 0.00 0.00 -0.01 0.267
C 0.346 -0.247 0.012 -0.05 -0.09 0.02 0.441
H -0.982 -1.903 -0.232 0.00 0.01 -0.03 0.252
H -4.521 -1.673 1.428 -0.01 0.00 0.01 0.248
C -0.541 -1.099 -0.818 0.01 -0.09 0.02 -0.682
H -5.341 0.037 -1.068 -0.01 0.00 0.00 0.201
N -3.665 2.012 0.067 0.00 -0.10 0.01 -0.150
N 1.004 -0.649 1.116 -0.08 -0.02 -0.02 -0.292
H -6.442 -0.956 -0.123 0.00 0.00 0.00 0.237
H 1.888 2.476 0.783 -0.04 -0.01 -0.01 0.263
H -5.467 2.509 0.920 -0.03 -0.04 -0.02 0.256
H 4.379 3.329 -4.475 0.00 -0.01 -0.01 0.280
H -1.341 -0.500 -1.248 0.02 -0.01 -0.03 0.251
C 1.973 -2.928 1.152 0.06 0.02 0.00 -0.699
H -0.278 -4.846 0.877 0.01 0.01 0.02 0.218
H -4.210 2.012 2.058 -0.01 -0.02 -0.01 0.229
H 4.376 3.108 -0.132 0.02 0.01 0.01 0.269
H 1.058 -1.888 2.791 -0.02 -0.06 0.02 0.282
H -0.303 -7.341 0.757 0.01 -0.02 0.00 0.235
C 1.488 1.479 0.741 0.07 -0.17 0.01 -0.052
C -4.102 -0.673 1.329 0.04 -0.04 -0.04 -0.618
N -4.005 2.409 -1.174 0.02 0.19 0.00 0.024
O 2.937 -0.620 3.187 0.00 0.00 -0.04 -0.330
C 0.916 -2.001 1.723 0.01 0.11 0.05 -0.227
N 0.629 1.037 -0.236 0.17 0.44 0.00 -0.491
H -1.798 1.513 0.969 0.00 0.00 -0.02 0.253
H -6.790 0.755 -0.362 0.00 0.01 0.01 0.233
H 0.019 -1.543 -1.642 0.01 -0.01 0.00 0.269
C 3.443 5.569 -2.193 0.02 -0.06 0.02 -0.982
H 5.552 3.122 -1.467 0.00 0.00 -0.01 0.280
N 2.653 0.441 2.679 -0.09 0.02 0.10 0.526
Os 0.056 2.257 -1.776 -0.52 -0.31 -0.15 0.953
Se -0.163 1.273 -3.732 0.08 0.07 0.14 0.076
O 1.699 3.324 -1.707 0.15 -0.01 0.20 -1.126
H 4.456 1.733 -1.272 0.00 0.00 0.01 0.264
S 1.835 -4.578 1.865 0.01 0.01 -0.06 2.194
C 0.445 -6.840 1.368 0.00 0.01 0.01 -0.622
H 1.950 -2.998 0.063 -0.04 -0.05 0.01 0.234
H 4.455 5.843 -2.491 -0.01 0.02 0.00 0.275
H 1.048 -5.419 -0.173 0.02 0.00 0.01 0.238
H 3.257 5.890 -1.171 0.01 0.00 0.00 0.274
C -2.357 1.825 0.104 -0.10 0.06 0.02 0.217
H -0.098 -2.361 1.565 0.03 -0.02 -0.07 0.223
C 0.649 -5.422 0.843 -0.04 0.00 -0.03 -0.660
N -1.884 2.126 -1.097 0.23 0.13 -0.02 -0.385
H 0.099 -6.827 2.399 0.00 0.00 0.00 0.238
C -5.213 0.342 1.083 -0.06 0.02 0.09 -0.233
H -5.901 0.306 1.933 -0.01 -0.02 -0.03 0.239
O 1.260 -4.380 3.169 -0.01 -0.01 0.04 -0.941
C 1.721 0.434 1.569 0.09 0.05 -0.04 0.170
H 2.969 -2.604 1.459 -0.01 0.01 -0.02 0.275
N -2.946 2.503 -1.861 -0.03 -0.12 -0.04 -0.006
O 3.078 1.532 2.983 0.03 -0.01 -0.05 -0.333
H 2.719 6.024 -2.866 0.00 -0.01 -0.01 0.276
H -3.407 -0.708 0.481 -0.01 0.00 0.01 0.178
H 2.620 3.526 -4.680 -0.01 0.00 0.00 0.275
H -3.539 -0.458 2.241 -0.01 0.01 0.01 0.211
C 3.399 3.054 -4.084 0.03 0.01 0.04 -0.993
C 4.552 2.812 -1.165 -0.06 -0.01 -0.01 -0.992
As 3.269 3.675 -2.287 -0.05 0.05 -0.13 1.982
C -5.992 0.033 -0.190 0.02 -0.02 -0.04 -0.615
H 1.373 -7.406 1.315 0.00 0.00 0.00 0.243
O 3.112 -5.199 1.690 0.01 -0.01 0.01 -0.910
```
Positions in Å, forces in eV/Å.

Net charge: +2
LUMO (spin up / spin down) (eV): -7.62 / -7.71
Gap between HOMO and LUMO (spin up / spin down) (eV): 6.729 / 6.668
HOMO (spin up / spin down) (eV): -14.35 / -14.38
Spin multiplicity: 1
E (Eh): -6513.72518